[1]
# C48H36Co2N2O5PS

C48H36Co2N2O5PS as an isolated structure at a distorted geometry (wB97M-V/def2-TZVPD, the Open Molecules 2025 dataset).

Output
Net charge ... -1
Orbital gap ... 4.94 eV
2S+1 ... 1

```
95
Properties=species:S:1:pos:R:3:forces:R:3
C 1.0706 0.1858 0.4596 -5.14 0.46 1.81
H 5.2277 -1.4510 3.2089 0.24 -0.04 0.16
C -2.6809 0.2667 6.2305 0.11 -0.07 0.00
C -5.0424 0.8973 4.9459 -0.32 0.15 0.65
H -7.8807 -3.4653 0.8955 -0.11 -0.13 -0.07
C 6.4194 -0.9250 -2.1807 -0.04 0.03 -0.07
H 2.1589 0.3173 -9.8293 0.00 -0.11 -0.18
C -1.4715 2.5842 3.2156 0.73 -0.90 -0.79
H 6.4571 -0.2688 -3.0333 0.04 0.21 -0.20
H 8.3711 -0.4120 -1.4906 0.14 0.13 -0.01
O -1.0035 -2.6331 3.0572 0.88 -1.00 0.60
Co -2.1920 -0.4691 1.4425 2.43 -0.19 0.27
O 0.8211 0.0513 4.5888 -0.02 -0.42 0.32
C -5.2919 -0.8329 1.9335 -0.50 1.21 0.64
H -8.1267 -1.1379 0.1442 -0.18 0.07 -0.10
C 4.5581 -0.2981 1.5371 0.38 -0.16 0.46
H 3.6310 0.7791 -0.0420 0.00 0.16 -0.28
H -5.0060 5.3236 -0.1641 0.04 0.17 -0.08
H -5.9561 -4.1109 2.2817 0.04 -0.19 0.09
H 4.5950 -3.3426 -4.1339 -0.16 0.21 -0.02
H 3.9672 -2.1719 -6.3817 0.02 0.07 0.15
C 1.1563 2.8475 1.7182 -0.26 -0.49 -0.09
C 6.2794 -2.5751 0.0210 0.12 -0.17 0.10
C 2.0004 1.9808 -8.5046 -0.02 -0.05 -0.19
H -3.6943 0.7840 8.0346 -0.01 0.03 0.18
C -0.2662 0.1427 1.0886 0.59 1.64 -2.85
H -4.2902 -2.4086 2.9483 0.13 -0.07 0.08
C -7.2960 -1.4170 0.7709 -0.03 0.01 -0.20
C 4.1284 -1.5768 -2.9463 -0.22 -1.41 0.21
C 2.1161 2.4335 -7.2043 0.05 0.05 0.43
H -6.4632 0.5538 0.8260 -0.12 0.16 -0.03
O 1.9724 3.5106 1.2792 0.47 0.56 -0.16
C 2.7656 0.2127 -6.5180 0.31 -0.23 0.93
C 3.1209 -1.6481 2.9134 0.30 -0.10 0.05
C -7.1516 -2.7254 1.1848 -0.29 -0.14 -0.12
O -2.3303 3.0769 3.7772 -0.18 0.65 0.55
H 8.2423 -1.8734 0.4833 0.13 -0.01 0.13
H -5.0526 5.2131 2.2923 -0.07 0.15 0.13
H 1.2132 0.8505 -0.3727 -0.02 0.27 -0.35
C 0.4730 0.7132 3.7297 -0.11 1.34 -0.39
N 3.7091 -0.2251 -3.0457 -0.76 2.05 -1.77
H -4.5116 3.3028 -1.4707 0.00 -0.04 -0.22
C 4.5074 -2.2591 -4.2816 0.34 0.16 0.08
C -2.7755 0.1537 4.8567 0.46 -0.16 0.21
C 4.3826 -1.1605 2.6091 0.21 0.04 0.00
C 2.2596 0.6546 -8.8123 -0.10 0.31 -0.09
C 3.5304 -1.9420 -5.4045 -0.37 0.19 0.01
H 2.9788 -2.3037 3.7575 0.01 -0.15 0.14
C -2.6460 -1.2197 -0.1055 0.13 1.15 1.63
C 7.4128 -1.8198 -0.2030 0.16 -0.19 0.22
S 2.7335 1.8591 -4.4859 0.02 0.10 -0.10
C 7.4843 -0.9972 -1.3075 0.12 0.18 -0.16
H -5.9614 1.1380 4.4346 -0.21 0.06 -0.02
C -4.6753 3.1108 2.3543 -0.14 0.42 0.22
C -3.9506 0.4827 4.2184 -0.91 0.28 -0.58
H 1.0568 -1.6308 2.4329 0.01 0.06 -0.09
H 6.2201 -3.2122 0.8881 -0.05 -0.08 0.15
C 5.2159 -2.5043 -0.8561 -0.08 -0.01 -0.27
C -4.9522 1.0046 6.3224 -0.34 0.10 0.02
H -4.1315 1.1497 -0.3188 0.11 -0.07 -0.06
H -5.8018 1.3372 6.8950 -0.19 0.06 0.12
C 2.0382 -1.2661 2.1720 -0.14 0.38 -0.94
C -6.3636 -0.4691 1.1498 -0.46 0.00 -0.30
N 3.1677 -0.5222 -5.3717 0.03 0.08 -0.84
H -1.3287 1.2944 -0.3391 0.01 1.12 0.11
H -1.7512 0.0322 6.7225 0.16 -0.08 0.06
H 1.7073 2.6649 -9.2824 -0.07 0.12 -0.13
H -4.6653 3.0581 3.4302 -0.18 0.07 0.09
C -4.8302 4.3858 0.3385 -0.11 0.25 -0.04
H 5.5095 -1.9247 -4.5673 -0.07 0.12 -0.03
C -1.2408 1.1715 0.7391 0.94 -2.54 0.35
C -6.0760 -3.0866 1.9710 0.27 0.02 0.16
C -4.4030 1.9787 1.6204 -0.88 -0.46 1.06
H 1.9141 3.4599 -6.9505 -0.05 0.22 -0.02
H 2.6128 -2.5320 -5.3145 0.04 -0.06 0.04
H 5.5374 0.0980 1.3262 0.23 0.01 -0.11
C -4.8777 4.3198 1.7155 0.02 0.16 0.11
C 2.1803 -0.3555 1.0858 2.60 -1.44 1.32
C -4.3516 2.0421 0.2468 0.00 0.05 -0.75
H 4.3225 -3.0763 -0.6726 -0.23 -0.12 0.09
C 2.6403 -0.2349 -7.8306 0.18 -0.32 0.73
H 2.8368 -1.2639 -8.0684 0.03 -0.27 -0.10
Co -0.1279 1.7461 2.3599 -0.58 -0.37 0.47
C 3.4947 0.0840 0.7672 -1.39 -0.10 0.11
C -4.5667 3.2477 -0.3967 0.02 -0.26 -0.07
C 2.4999 1.5507 -6.2140 0.14 -0.36 0.52
C -1.4760 -1.8048 2.4334 -1.94 1.25 -0.66
O -2.9492 -1.6749 -1.1045 -0.32 -0.73 -1.33
C -5.1429 -2.1365 2.3466 -0.02 -0.67 0.20
H -1.9250 -0.1813 4.2864 0.00 0.04 -0.20
P -4.0765 0.3992 2.4252 3.61 -1.53 -1.69
C -3.7694 0.6933 6.9627 0.02 0.03 0.20
C 5.2783 -1.6790 -1.9665 -0.22 -0.13 -0.03
H 3.2677 -2.1177 -2.5218 0.21 -0.14 0.04
C 3.2796 0.1981 -4.1831 0.40 -0.65 0.39
```
Positions in Å, forces in eV/Å.

[2]
# C4H5LiNiO2

C4H5LiNiO2 as an isolated structure at a distorted geometry (wB97M-V/def2-TZVPD, the Open Molecules 2025 dataset).

Output
Net charge ... +1
Orbital gap (spin up / spin down) ... 5.49 / 6.37 eV
2S+1 ... 4

```
13
Properties=species:S:1:pos:R:3:forces:R:3
H -1.9230 -1.3831 0.3894 -0.03 0.52 0.22
C 1.1253 -0.0196 -0.1969 -1.56 0.73 0.93
C -1.9607 0.5318 -0.6491 -0.56 0.54 0.85
Li -4.9299 0.3701 -0.4229 0.32 0.17 0.07
H -1.2553 1.2053 0.0824 -1.03 0.04 -1.78
Ni 3.6980 0.5158 -1.3070 1.26 0.62 -0.30
C -1.2570 -0.5671 0.0829 -0.44 -2.76 1.11
H 1.0196 0.9521 0.3144 -0.13 -0.20 -0.25
H -1.7671 0.3973 -1.7379 0.32 1.16 0.45
C 0.0599 -0.9482 -0.1178 0.82 0.56 -0.20
H 0.2999 -2.0029 -0.2688 -0.05 0.16 -0.25
O 2.1448 -0.2098 -0.9018 0.35 -1.32 -0.45
O -3.2440 0.6925 -0.3333 0.73 -0.22 -0.39
```
Positions in Å, forces in eV/Å.

[3]
# C2N5O2S

A 2-piece molecular cluster, C2N5O2S overall at a distorted geometry (wB97M-V/def2-TZVPD, the Open Molecules 2025 dataset).

Output
Net charge ... -1
Relative energy (zero: lowest compared OMol25 entry of this formula, charge and spin) ... 35.61 kcal per mole
Orbital gap (spin up / spin down) ... 5.28 / 8.36 eV
2S+1 ... 1

```
10
Properties=species:S:1:pos:R:3:forces:R:3
N 1.8436 -0.5985 1.0771 -2.21 -0.81 0.50
N 2.8187 -1.3116 0.7540 -0.06 1.54 -1.29
O -2.7948 0.8115 -1.9335 -1.09 0.73 -1.34
N 3.0802 -0.9234 -0.7559 1.48 -1.44 1.64
N 2.2112 -0.1399 -1.0616 -1.93 0.65 -2.03
C -3.1886 1.1785 0.6593 -1.77 -0.22 0.51
S -2.2084 0.4877 -0.6490 0.49 -0.93 1.30
C 1.1946 -0.0152 -0.0788 2.68 0.35 0.22
N -4.0482 1.2799 1.4419 1.24 0.27 -0.71
O 0.1473 0.6076 -0.2744 1.18 -0.13 1.18
```
Positions in Å, forces in eV/Å.

Number 1: E -158953.6966 eV. Number 2: E -49560.0858 eV. Number 3: E -24451.4301 eV.